[1]
The following is a quantum chemistry calculation of 7 unconnected molecules or ions with the total composition C27H71ClN5O7 at a distorted geometry, from OMol25.

As for the spin multiplicity: 1. For the LUMO energy, the calculation gives -2.1 eV. Its total energy is -63449.9667 eV. Its net charge is +1. As for the gap between HOMO and LUMO: 9.51 eV.

XYZ file:
```
111
Properties=species:S:1:pos:R:3:forces:R:3
C 1.6655 -5.0403 0.1701 -0.468 0.569 0.121
C 1.1577 -3.6057 0.3293 -0.302 -0.069 0.249
C 0.6923 -3.0461 -1.0026 0.570 -0.516 0.231
Cl 1.8525 -3.3143 -2.3221 0.006 0.086 -0.052
N 0.1956 -1.5978 -0.9971 -0.234 0.183 -0.538
C -0.0579 -1.0507 0.3628 -0.180 0.281 0.257
C -1.1130 -1.6210 -1.7674 -0.589 -0.121 -0.166
C -2.2925 -2.2029 -0.9896 0.559 0.034 0.070
C -3.1637 -1.1863 -0.2890 -0.888 -0.194 1.772
N -3.3742 0.0637 -0.9648 -0.051 -0.576 0.181
O -3.6775 -1.4501 0.7914 0.760 0.207 -1.679
C 1.0492 -0.5889 -1.7408 0.213 0.264 0.165
C 2.4938 -0.2164 -1.2238 0.367 0.863 -0.027
N 3.0203 -1.1433 -0.2510 -0.341 -0.584 -0.086
N 2.4858 1.1384 -0.6609 -0.069 -0.556 -0.048
N 3.4224 -0.1916 -2.3347 0.010 -0.094 0.308
H 1.0552 -5.5038 -0.5939 0.128 -0.428 -0.166
H 1.4598 -5.5594 1.0989 0.302 -0.221 0.120
H 2.7159 -5.0701 -0.0822 0.166 -0.132 -0.064
H 0.2588 -3.6728 0.9457 -0.118 0.085 0.050
H 1.8478 -2.9600 0.8517 0.258 0.072 -0.132
H -0.1429 -3.6673 -1.3028 -0.239 0.114 -0.030
H 0.8635 -0.8087 0.8679 0.210 -0.129 -0.036
H -0.6314 -1.7240 0.9811 -0.077 -0.211 -0.025
H -0.6259 -0.1339 0.2396 -0.036 0.133 -0.073
H -1.3571 -0.6168 -2.0959 0.055 0.204 0.147
H -0.9490 -2.2058 -2.6657 0.333 -0.072 -0.080
H -1.9675 -2.9195 -0.2406 -0.036 -0.190 0.076
H -2.8966 -2.7755 -1.6890 -0.296 0.119 -0.107
H -2.9047 0.7639 -0.3965 0.089 0.274 -0.117
H -4.3604 0.2617 -0.8000 -0.193 0.310 0.038
H 1.0836 -0.8675 -2.7854 0.005 -0.389 -0.026
H 0.4754 0.3311 -1.6997 -0.220 0.027 0.086
H 2.9100 -0.7672 0.6777 0.111 0.224 0.166
H 4.0167 -1.2108 -0.4011 0.206 0.035 0.017
H 2.4579 1.8378 -1.3890 0.025 0.234 0.002
H 1.6825 1.2791 -0.0616 -0.056 0.353 0.079
H 3.6777 -1.1351 -2.5887 -0.048 -0.076 -0.251
H 3.0472 0.2920 -3.1369 0.039 0.030 -0.173
C -2.8657 -6.2843 -0.3210 0.092 0.151 0.041
C -2.1109 -6.2129 -1.6400 -0.153 -0.376 0.104
C -2.7595 -7.0789 -2.7069 0.079 0.067 -0.120
O -0.7451 -6.5922 -1.4536 -0.065 0.321 -0.043
H -2.8668 -7.3077 0.0594 -0.040 -0.031 -0.041
H -2.3888 -5.6556 0.4339 -0.012 0.011 -0.010
H -3.9010 -5.9620 -0.4379 -0.010 -0.015 -0.001
H -2.0798 -5.1742 -1.9863 0.084 0.005 -0.026
H -2.7566 -8.1257 -2.3952 -0.046 0.001 0.052
H -2.2064 -7.0131 -3.6438 -0.001 0.025 -0.001
H -3.7916 -6.7781 -2.8890 -0.012 -0.012 0.016
H -0.7242 -7.5102 -1.1569 0.115 -0.085 -0.078
C 0.8818 4.6579 2.9603 -0.112 -0.086 0.127
C 1.8035 4.0696 1.9069 0.014 0.408 0.000
C 2.8826 5.0553 1.4930 0.058 -0.117 -0.050
O 1.0363 3.6735 0.7626 -0.079 -0.366 -0.110
H 0.3725 5.5310 2.5510 0.056 0.065 0.010
H 0.1144 3.9410 3.2587 0.058 -0.048 0.009
H 1.4370 4.9608 3.8492 0.010 -0.002 -0.005
H 2.2709 3.1602 2.2903 -0.058 -0.097 -0.100
H 2.4326 5.9523 1.0634 -0.037 0.021 0.055
H 3.5303 4.6167 0.7329 0.021 -0.027 0.032
H 3.4998 5.3537 2.3395 0.016 0.030 -0.008
H 0.6261 4.4757 0.4155 0.031 0.120 0.023
C 7.1100 8.4331 3.5617 -0.013 0.062 -0.108
C 5.7253 7.8099 3.4840 0.259 -0.156 0.153
C 5.4101 6.9879 4.7250 -0.121 -0.031 -0.045
O 5.6050 7.0047 2.3100 -0.174 0.126 -0.009
H 7.8740 7.6539 3.6296 -0.011 -0.020 0.068
H 7.3158 9.0197 2.6667 -0.026 0.019 0.004
H 7.2048 9.0822 4.4328 0.004 -0.012 0.013
H 4.9791 8.5972 3.3717 -0.042 -0.012 -0.078
H 6.1236 6.1655 4.8271 0.056 0.038 0.021
H 4.4123 6.5528 4.6536 -0.014 0.033 0.002
H 5.4591 7.5973 5.6278 0.015 -0.002 0.006
H 6.2547 6.2979 2.3722 0.076 -0.039 -0.015
C 3.3937 -8.5171 -3.7308 0.054 -0.026 0.116
C 2.0303 -9.0945 -3.3858 0.013 0.247 -0.204
C 1.0445 -8.9315 -4.5324 -0.097 -0.050 0.061
O 1.5174 -8.4817 -2.2012 -0.027 -0.130 0.149
H 3.3116 -7.4449 -3.9323 -0.036 -0.005 -0.065
H 4.0852 -8.6451 -2.8982 -0.003 -0.035 -0.001
H 3.8172 -8.9996 -4.6120 -0.005 0.009 -0.015
H 2.1348 -10.1523 -3.1440 -0.024 -0.012 0.083
H 0.8948 -7.8710 -4.7559 0.063 0.012 -0.027
H 0.0748 -9.3533 -4.2667 0.013 -0.033 0.002
H 1.4021 -9.4254 -5.4363 0.008 0.010 -0.009
H 1.4090 -7.5414 -2.3802 -0.069 0.058 -0.034
C -1.5250 8.1574 -0.9226 0.103 -0.045 -0.088
C -1.3520 6.9538 -0.0110 -0.126 0.337 0.127
C -2.3108 6.9962 1.1687 0.057 -0.128 0.051
O 0.0015 6.8705 0.4513 -0.073 -0.302 -0.162
H -1.3159 9.0804 -0.3761 -0.061 0.003 0.040
H -0.8310 8.1066 -1.7614 -0.012 -0.026 -0.009
H -2.5410 8.2141 -1.3138 -0.011 0.008 0.017
H -1.5200 6.0391 -0.5826 0.081 -0.046 -0.001
H -2.1248 7.8848 1.7774 -0.029 0.049 -0.044
H -2.1732 6.1237 1.8086 -0.011 -0.017 -0.024
H -3.3480 7.0220 0.8342 -0.004 0.020 -0.005
H 0.1879 7.6663 0.9598 0.064 0.058 0.023
C -7.1808 -0.4395 1.9662 0.152 -0.039 -0.137
C -6.7590 1.0096 1.7679 -0.387 -0.182 -0.002
C -7.8654 1.9764 2.1547 0.079 0.127 -0.053
O -6.3716 1.2236 0.4026 0.365 -0.029 -0.009
H -8.0410 -0.6678 1.3304 -0.070 0.038 0.059
H -6.3724 -1.1119 1.6776 0.034 0.015 0.061
H -7.4567 -0.6447 3.0007 -0.004 0.038 0.003
H -5.8698 1.2179 2.3637 0.087 0.011 -0.100
H -8.7506 1.8104 1.5352 -0.023 -0.064 0.034
H -7.5454 3.0072 2.0030 0.021 -0.002 0.025
H -8.1502 1.8504 3.1992 -0.013 -0.016 0.005
H -7.1383 1.0417 -0.1497 -0.100 0.032 -0.013
```
Forces are in eV/Å.

[2]
The following is a quantum chemistry calculation of 10 unconnected molecules or ions with the total composition C27H73NO10 at a distorted geometry, from OMol25.

As for the spin multiplicity: 1. For the LUMO energy, the calculation gives 0.4 eV. Its SMILES is CC1(C)CCCC(C)(C)N1O.CCO.CCO.CCO.CCO.CCO.CCO.CCO.CCO.CCO. Its total energy is -51139.7605 eV. The value obtained for the relative energy (zero: lowest compared OMol25 entry of this formula, charge and spin) is 132.36 kcal/mol. Its net charge is 0. As for the gap between HOMO and LUMO: 8.76 eV.

XYZ file:
```
111
Properties=species:S:1:pos:R:3:forces:R:3
C 1.2285 -5.2628 -6.9639 -1.169 0.755 -0.474
C 1.4496 -6.7675 -6.7455 -0.600 0.955 0.350
C 1.8825 -7.4317 -8.0542 -0.389 -0.593 0.179
C 2.6072 -6.7833 -5.7561 1.194 -1.669 0.112
C 2.3071 -6.4060 -4.3228 -0.092 -0.165 -0.253
C 1.2131 -7.3840 -3.8082 0.548 2.050 -0.317
C -0.0584 -7.3925 -4.6763 0.289 -0.319 0.534
C -0.7690 -8.7084 -4.2986 -0.655 -0.118 -1.018
C -0.8414 -6.0997 -4.3157 -0.438 0.815 0.064
N 0.2615 -7.4691 -6.1298 1.818 -0.418 0.334
O -0.9033 -7.3795 -6.9118 0.005 0.384 -0.011
H 0.6432 -4.9001 -6.1189 0.153 0.352 -0.099
H 2.1082 -4.6348 -7.1045 0.546 -0.453 0.590
H 0.7036 -4.9695 -7.8731 -0.664 -0.587 -0.062
H 1.0676 -7.6292 -8.7506 -0.300 0.313 0.172
H 2.5978 -6.8151 -8.5984 0.166 -0.012 0.214
H 2.2989 -8.4152 -7.8364 0.301 0.012 -0.010
H 3.0111 -7.7896 -5.6454 -0.212 -0.584 -0.329
H 3.4424 -6.2943 -6.2576 -0.048 0.590 0.302
H 3.1607 -6.5295 -3.6562 0.337 -0.178 -0.289
H 2.1055 -5.3374 -4.2478 -0.725 -0.019 0.165
H 0.9374 -6.9078 -2.8673 -0.309 -0.716 0.388
H 1.6360 -8.3739 -3.6368 -0.021 0.032 -0.156
H -1.6647 -8.7665 -4.9171 -0.702 0.148 0.710
H -0.9176 -8.8612 -3.2297 -0.465 0.503 -0.049
H -0.2834 -9.6278 -4.6255 0.935 0.311 -0.123
H -0.1709 -5.3464 -3.9021 0.476 0.196 -0.692
H -1.5801 -6.0189 -3.5184 -0.231 -1.427 0.307
H -1.4079 -5.6760 -5.1449 0.383 -0.091 -0.335
H -1.0606 -8.2965 -7.1485 -0.129 -0.067 -0.204
C -7.2977 -1.2573 6.2892 -1.434 -0.059 0.062
C -8.2930 -2.4049 5.9381 1.064 -0.078 0.108
O -7.9278 -3.0498 4.7229 0.326 0.359 -0.578
H -7.6906 -0.3076 5.9262 0.325 -0.038 -0.695
H -6.2708 -1.4318 5.9679 -0.215 -0.093 0.008
H -7.3523 -1.0617 7.3601 0.334 -0.471 0.223
H -9.3116 -2.0306 5.8365 -0.066 0.123 0.356
H -8.2224 -3.1919 6.6890 -0.318 0.258 0.507
H -8.4946 -3.8163 4.6102 -0.018 -0.004 -0.007
C 5.5205 1.4859 -5.7969 0.555 -0.047 -0.789
C 4.2680 2.1529 -5.2967 0.374 1.177 1.002
O 4.2789 2.1464 -3.8947 -0.805 -1.439 2.318
H 5.6346 0.4772 -5.3997 -0.246 0.032 0.147
H 6.4084 2.0448 -5.5015 -0.043 0.122 0.242
H 5.6109 1.4048 -6.8801 -0.350 0.048 -0.156
H 3.3285 1.6674 -5.5606 0.202 -0.051 -0.305
H 4.1861 3.2320 -5.4269 0.096 0.000 -1.712
H 4.8690 2.7435 -3.4291 0.217 0.161 -0.735
C -8.3692 -1.6807 -1.8730 -0.394 -0.994 -1.092
C -8.8472 -0.7847 -0.8175 0.340 -0.669 -0.086
O -7.6559 -0.6193 -0.0571 -0.503 1.505 1.089
H -9.2475 -1.9967 -2.4359 0.364 -0.347 -0.663
H -7.8503 -2.5210 -1.4116 -0.161 -0.301 -0.313
H -7.6372 -1.1049 -2.4394 -0.149 -0.341 -0.422
H -9.6482 -1.2509 -0.2438 -0.119 0.236 0.264
H -9.2432 0.0629 -1.3767 0.337 0.837 1.005
H -7.6025 -1.4370 0.4430 0.289 0.078 0.235
C -0.4024 1.7693 0.8900 -2.603 -0.851 0.022
C -0.3722 2.5465 2.2418 -1.922 -0.817 -2.148
O 0.9678 2.5697 2.3986 3.189 0.707 1.848
H -1.3189 1.2929 0.5418 -0.981 0.908 0.045
H 0.0940 0.8013 0.9594 1.239 0.577 0.275
H -0.0854 2.4321 0.0849 0.399 -0.274 -0.028
H -0.9314 2.0946 3.0611 0.435 -0.374 0.044
H -0.7315 3.5728 2.1659 -0.557 0.089 -0.308
H 1.2657 2.7803 1.5106 0.808 0.038 0.256
C -7.7354 6.2882 5.9780 -0.349 -0.536 0.063
C -7.5479 6.8433 4.5548 -0.880 -0.806 1.854
O -6.2310 7.2387 4.4582 1.399 0.634 -0.794
H -8.6859 5.7710 6.1088 -0.162 0.126 0.008
H -7.6513 7.0465 6.7565 -0.184 0.364 -0.150
H -6.9593 5.5680 6.2368 0.108 -0.135 -0.369
H -8.2332 7.6825 4.4353 -0.212 0.014 -0.430
H -7.7452 6.0497 3.8342 0.051 0.241 -0.166
H -6.0699 7.8338 5.1940 0.231 0.097 -0.017
C 3.5290 5.5132 8.6830 1.217 0.889 0.703
C 2.4841 4.4949 8.4244 0.467 -0.115 -0.644
O 3.1698 3.3033 7.9629 -1.074 0.303 0.374
H 4.1522 5.7679 7.8258 -0.324 -0.084 -0.381
H 4.2481 5.1051 9.3932 -0.068 0.052 0.271
H 3.1403 6.4495 9.0835 -0.133 0.021 0.076
H 1.7891 4.9056 7.6920 -0.231 -0.417 -0.246
H 1.9188 4.3203 9.3398 0.104 -0.568 -0.089
H 3.2792 3.4031 7.0144 0.036 -0.086 -0.072
C 8.4814 4.8009 1.9660 0.156 1.102 -0.369
C 7.9963 6.0533 1.2630 -1.162 -0.590 1.273
O 6.9814 5.5750 0.3541 1.003 1.013 -0.318
H 9.2142 5.1069 2.7126 0.046 -0.377 0.120
H 8.9355 4.1719 1.2003 -0.070 -0.378 0.356
H 7.5846 4.3866 2.4266 0.385 -0.489 0.009
H 8.7917 6.7153 0.9206 0.063 -0.365 -0.992
H 7.4689 6.6601 1.9990 -0.024 0.204 0.284
H 6.6167 6.3845 -0.0110 -0.407 -0.119 -0.374
C 0.1360 9.5175 -2.4919 0.152 -2.024 -0.421
C 1.3888 8.6726 -2.7889 -0.034 1.590 -0.450
O 2.5718 9.3968 -2.6504 1.667 0.816 0.704
H 0.0879 10.4630 -3.0321 0.251 0.078 0.437
H -0.0563 9.5088 -1.4190 -0.089 0.689 -0.159
H -0.5823 8.8523 -2.9710 -0.879 0.287 0.252
H 1.3672 8.4196 -3.8490 -0.425 -1.048 0.114
H 1.5081 7.8641 -2.0676 -0.452 -0.371 -0.495
H 2.7551 9.9288 -3.4282 -0.186 -0.023 0.022
C 3.4601 -3.5333 4.5854 0.987 -0.614 1.180
C 4.2928 -4.3713 5.6366 -2.044 0.043 -2.430
O 5.4051 -3.6625 6.0114 1.064 0.676 1.161
H 3.2308 -2.5697 5.0404 -0.261 -0.062 -0.011
H 2.5588 -4.0847 4.3179 0.029 0.215 -0.290
H 4.1254 -3.3306 3.7462 -0.311 -0.124 -0.333
H 4.6130 -5.2865 5.1386 -0.236 -0.421 0.090
H 3.5894 -4.6292 6.4283 0.645 0.166 0.558
H 5.9932 -3.6510 5.2528 0.127 0.121 0.073
```
Forces are in eV/Å.